<A>
Here is C2H6FP as an isolated structure from the OMol25 dataset. Energies are from the ωB97M-V functional and the def2-TZVPD basis.

Output
Orbital gap: 0.3803 Ha
Lowest unoccupied orbital energy: 0.226 eV
Multiplicity: 1

Last column: natural (NBO) charge in e.
Element x y z (Å)
C  1.76  0.77  -0.27  -0.48
C  1.25  -0.48  -0.19  0.22
F  2.01  -1.59  -0.41  -0.34
P  -2.25  0.35  -0.06  0.06
H  2.61  1.02  -0.94  0.21
H  -1.22  -0.42  1.23  -0.03
H  1.06  1.62  -0.27  0.22
H  0.49  -0.53  0.60  0.17
H  -3.43  0.29  0.60  -0.03
H  -2.28  -1.02  -0.29  0.00


<B>
Here is C2H6FP as an isolated structure from the OMol25 dataset. Energies are from the ωB97M-V functional and the def2-TZVPD basis.

Output
Orbital gap: 0.3550 Ha
Lowest unoccupied orbital energy: 0.716 eV
Multiplicity: 1

Last column: natural (NBO) charge in e.
Element x y z (Å)
C  0.88  -1.11  0.42  -0.95
C  -0.61  1.36  -0.49  -0.06
F  0.61  1.71  -0.91  -0.36
P  -0.78  -0.98  -0.35  0.41
H  1.25  -2.12  0.32  0.23
H  0.96  -0.81  1.56  0.23
H  1.47  -0.41  -0.24  0.25
H  -1.25  1.34  -1.31  0.15
H  -0.87  2.03  0.33  0.16
H  -1.66  -1.02  0.67  -0.06


Energies relative to the most stable structure are <A> 0.0489; <B> 0.0000, reported in hartree.


<A>
Here is one molecule with the formula C3H4O2S2 from the OMol25 dataset. Energies are from the ωB97M-V functional and the def2-TZVPD basis.

Output
Orbital gap: 0.2758 Ha
SMILES: O=C(S)C(=S)CO
Lowest unoccupied orbital energy: -1.831 eV
Multiplicity: 1

Last column: natural (NBO) charge in e.
Element x y z (Å)
C  -0.77  -1.73  -0.62  -0.09
C  -0.02  -0.22  -0.37  -0.22
C  -0.80  0.53  0.64  0.33
H  0.78  -2.88  -1.52  0.49
H  -1.89  -1.68  -0.74  0.23
H  -0.56  -2.23  0.47  0.18
H  -0.47  1.84  2.68  0.16
O  -0.18  -2.35  -1.73  -0.71
O  -2.13  0.56  0.62  -0.52
S  1.49  0.09  -0.89  0.16
S  0.39  1.65  1.52  -0.01


<B>
Here is C3H4O2S2 as an isolated structure from the OMol25 dataset. Energies are from the ωB97M-V functional and the def2-TZVPD basis.

Output
Orbital gap: 0.2927 Ha
Lowest unoccupied orbital energy: -1.567 eV
Multiplicity: 1

Last column: natural (NBO) charge in e.
Element x y z (Å)
C  -1.69  -1.09  -0.95  0.31
C  -0.40  -0.49  -1.20  -0.45
C  0.93  0.64  1.58  -0.73
O  -2.72  -0.46  -1.21  -0.49
O  1.46  1.10  -1.77  -0.86
S  0.11  0.69  -2.23  1.22
S  0.96  -0.95  0.63  0.16
H  -1.55  -2.05  -0.43  0.15
H  -0.02  1.06  1.70  0.22
H  1.66  1.48  1.37  0.24
H  1.26  0.08  2.52  0.23


<C>
Here is one molecule with the formula C3H4O2S2 from the OMol25 dataset. Energies are from the ωB97M-V functional and the def2-TZVPD basis.

Output
Orbital gap: 0.3501 Ha
SMILES: O=C(S)CC(=O)S
Lowest unoccupied orbital energy: -0.535 eV
Multiplicity: 1

Last column: natural (NBO) charge in e.
Element x y z (Å)
C  0.25  1.03  0.43  0.46
C  0.41  -0.47  0.37  -0.63
C  -0.23  -1.18  -0.89  0.33
H  -2.24  1.13  1.98  0.18
H  1.53  -0.45  0.51  0.26
H  -0.26  -1.11  1.23  0.28
H  1.70  -0.42  -1.80  0.18
O  1.11  1.79  -0.02  -0.54
O  -1.39  -1.69  -0.56  -0.54
S  -1.19  1.95  1.17  -0.08
S  0.30  -0.58  -2.42  0.11


Energies relative to the most stable structure are <A> 0.0140; <B> 0.0460; <C> 0.0000, reported in hartree.


<A>
Here is C37H28ClCoN7O as an isolated structure from the OMol25 dataset. Energies are from the ωB97M-V functional and the def2-TZVPD basis.

Output
Orbital gap (alpha / beta): 0.1803 / 0.2197 Ha
Lowest unoccupied orbital energy (alpha / beta): -0.580 / -0.564 eV
Multiplicity: 2

Last column: Löwdin charge in e.
Element x y z (Å)
Co  -0.05  0.20  0.31  0.54
Cl  -4.81  -3.47  -3.71  0.62
C  -3.72  -2.80  -2.53  -0.68
C  -3.19  -3.64  -1.54  -0.11
C  -2.31  -3.11  -0.61  -0.01
C  -1.94  -1.76  -0.63  -0.32
O  -1.14  -1.33  0.31  -0.10
C  -2.48  -0.92  -1.65  -0.15
C  -2.16  0.45  -1.77  -0.05
N  -1.11  1.02  -1.13  -0.05
C  -0.87  2.41  -1.23  -0.17
C  -1.54  3.29  -2.03  0.00
C  -1.16  4.65  -2.07  -0.06
C  -0.12  5.12  -1.32  -0.03
C  0.58  4.23  -0.47  -0.14
C  1.67  4.63  0.35  0.00
C  2.27  3.72  1.17  -0.03
C  1.79  2.40  1.19  -0.06
N  0.79  2.00  0.44  0.07
C  0.19  2.89  -0.41  -0.12
C  -3.38  -1.48  -2.58  -0.07
H  -3.46  -4.69  -1.52  0.10
H  -1.88  -3.74  0.15  0.12
H  -2.60  1.00  -2.59  0.11
H  -2.37  2.96  -2.64  0.10
H  -1.71  5.33  -2.71  0.11
H  0.17  6.16  -1.36  0.11
H  2.00  5.66  0.33  0.12
H  3.10  3.99  1.80  0.11
H  2.24  1.65  1.83  0.12
H  -3.78  -0.85  -3.37  0.11
C  0.22  -2.03  -4.14  -0.02
C  0.38  -0.75  -3.47  -0.18
N  0.51  -0.83  -2.05  -0.04
C  1.05  -1.99  -1.41  -0.06
C  1.05  -3.17  -2.16  -0.16
C  0.51  -3.17  -3.51  -0.02
C  1.55  -4.36  -1.62  -0.06
C  2.03  -4.37  -0.33  -0.09
C  2.01  -3.21  0.42  -0.03
C  1.53  -1.99  -0.08  -0.17
N  1.44  -0.86  0.74  0.02
C  1.72  -0.86  2.08  -0.23
C  2.86  -1.32  2.70  -0.03
C  3.02  -1.24  4.10  -0.07
C  2.05  -0.70  4.90  -0.05
C  0.87  -0.19  4.32  -0.15
C  -0.19  0.39  5.05  0.00
C  -1.29  0.87  4.40  -0.04
C  -1.34  0.80  3.00  -0.08
N  -0.37  0.27  2.29  0.06
C  0.72  -0.25  2.92  -0.14
H  -0.17  -2.01  -5.15  0.11
H  0.32  1.35  -3.50  0.11
H  0.36  -4.13  -4.00  0.11
H  1.54  -5.26  -2.23  0.11
H  2.40  -5.29  0.11  0.10
H  2.33  -3.25  1.45  0.09
H  3.66  -1.74  2.10  0.12
H  3.93  -1.62  4.54  0.11
H  2.18  -0.66  5.98  0.11
H  -0.11  0.46  6.13  0.12
H  -2.11  1.31  4.94  0.11
H  -2.19  1.18  2.45  0.13
C  1.24  0.05  -6.33  -0.08
N  0.19  0.57  -5.48  -0.25
C  -0.42  1.79  -5.96  -0.08
C  0.30  0.44  -4.09  -0.07
N  0.51  0.33  -1.42  0.05
H  1.86  0.86  -6.73  0.08
H  0.83  -0.52  -7.17  0.08
H  1.88  -0.62  -5.76  0.08
H  0.34  2.52  -6.28  0.08
H  -1.02  2.24  -5.17  0.07
H  -1.08  1.59  -6.81  0.08


<B>
Here is C37H28ClCoN7O as an isolated structure from the OMol25 dataset. Energies are from the ωB97M-V functional and the def2-TZVPD basis.

Output
Orbital gap (alpha / beta): 0.2147 / 0.2135 Ha
Lowest unoccupied orbital energy (alpha / beta): -0.442 / -0.444 eV
Multiplicity: 2

Last column: Löwdin charge in e.
Element x y z (Å)
Co  -0.86  -0.01  -0.57  0.47
Cl  0.52  0.92  6.48  0.63
C  0.10  0.38  4.87  -0.69
C  0.06  -1.01  4.60  -0.11
C  -0.25  -1.46  3.35  0.00
C  -0.53  -0.56  2.27  -0.35
O  -0.76  -1.03  1.12  -0.04
C  -0.54  0.84  2.58  -0.13
C  -0.90  1.84  1.65  -0.06
N  -1.18  1.66  0.39  0.03
C  -1.52  2.77  -0.43  -0.18
C  -1.85  4.03  -0.01  -0.01
C  -2.14  5.05  -0.94  -0.07
C  -2.11  4.81  -2.29  -0.04
C  -1.80  3.51  -2.76  -0.15
C  -1.77  3.15  -4.13  -0.01
C  -1.49  1.87  -4.49  -0.03
C  -1.23  0.92  -3.48  -0.08
N  -1.23  1.22  -2.21  0.08
C  -1.51  2.50  -1.83  -0.14
C  -0.21  1.28  3.89  -0.08
H  0.28  -1.71  5.40  0.10
H  -0.27  -2.52  3.13  0.12
H  -0.92  2.85  2.05  0.12
H  -1.92  4.27  1.04  0.10
H  -2.40  6.03  -0.58  0.11
H  -2.34  5.59  -3.00  0.11
H  -1.98  3.91  -4.88  0.12
H  -1.46  1.57  -5.53  0.11
H  -1.00  -0.12  -3.72  0.12
H  -0.21  2.34  4.12  0.11
C  3.30  1.49  -0.93  -0.06
C  1.93  1.41  -0.62  -0.13
N  1.19  0.38  -0.93  0.08
C  1.73  -0.67  -1.59  -0.13
C  3.10  -0.68  -1.95  -0.16
C  3.87  0.44  -1.58  -0.02
C  3.63  -1.78  -2.67  -0.06
C  2.78  -2.78  -3.05  -0.09
C  1.41  -2.77  -2.71  -0.03
C  0.85  -1.76  -1.95  -0.19
N  -0.45  -1.61  -1.56  0.01
C  -1.43  -2.56  -1.53  -0.19
C  -1.32  -3.93  -1.77  -0.02
C  -2.44  -4.78  -1.69  -0.09
C  -3.69  -4.33  -1.36  -0.06
C  -3.85  -2.96  -1.07  -0.16
C  -5.09  -2.40  -0.68  -0.01
C  -5.18  -1.07  -0.37  -0.05
C  -4.01  -0.29  -0.44  -0.11
N  -2.86  -0.77  -0.81  0.08
C  -2.74  -2.09  -1.13  -0.13
H  3.87  2.36  -0.64  0.10
H  1.43  2.22  -0.09  0.11
H  4.93  0.45  -1.84  0.11
H  4.67  -1.79  -2.94  0.10
H  3.16  -3.60  -3.64  0.10
H  0.81  -3.57  -3.11  0.08
H  -0.37  -4.38  -1.98  0.08
H  -2.29  -5.84  -1.89  0.10
H  -4.54  -5.00  -1.31  0.10
H  -5.95  -3.05  -0.62  0.12
H  -6.11  -0.62  -0.06  0.10
H  -4.03  0.77  -0.19  0.11
C  3.64  -0.07  5.04  -0.05
N  4.17  -0.17  3.69  -0.20
C  5.48  0.37  3.35  -0.05
C  3.31  -0.35  2.69  -0.27
N  2.56  -0.51  1.83  0.22
H  4.47  -0.06  5.74  0.09
H  3.02  -0.94  5.26  0.08
H  3.03  0.83  5.19  0.06
H  6.00  0.61  4.27  0.08
H  5.40  1.28  2.75  0.09
H  6.07  -0.37  2.80  0.09


Energies relative to the most stable structure are <A> 0.1564; <B> 0.0000, reported in hartree.


<A>
Here is an isolated ion of composition C4H8N3S and charge +1 from the OMol25 dataset. Energies are from the ωB97M-V functional and the def2-TZVPD basis.

Output
Charge: +1
Orbital gap: 0.2990 Ha
SMILES: CS[C@@H]1N=CNC=[NH+]1
Lowest unoccupied orbital energy: -4.767 eV
Multiplicity: 1

Last column: natural (NBO) charge in e.
Element x y z (Å)
C  1.03  0.33  -1.30  0.28
C  1.27  0.21  1.06  0.39
C  -0.67  1.20  0.04  -0.05
C  -1.69  -1.58  -0.39  -0.68
N  -0.04  0.96  -1.14  -0.39
N  1.77  -0.13  -0.16  -0.59
N  0.15  0.93  1.25  -0.51
S  -2.15  0.17  0.09  0.22
H  1.58  0.02  -2.15  0.21
H  2.00  -0.10  1.93  0.26
H  -0.97  2.15  0.20  0.23
H  -2.71  -1.89  -0.19  0.27
H  -0.92  -1.85  0.40  0.21
H  -1.24  -1.48  -1.31  0.22
H  2.71  -0.38  -0.40  0.45
H  -0.10  1.45  2.08  0.46


<B>
Here is an isolated ion of composition C4H8N3S and charge +1 from the OMol25 dataset. Energies are from the ωB97M-V functional and the def2-TZVPD basis.

Output
Charge: +1
Orbital gap: 0.3516 Ha
SMILES: [NH3+][C@]1(S)C=NC=NC1
Lowest unoccupied orbital energy: -4.238 eV
Multiplicity: 1

Last column: natural (NBO) charge in e.
Element x y z (Å)
C  0.08  0.91  -0.94  0.05
C  1.89  1.19  0.41  0.25
C  0.88  -0.87  0.22  -0.25
C  -0.48  -0.02  0.00  -0.08
N  1.20  1.52  -0.69  -0.35
N  1.94  -0.08  0.67  -0.40
N  -1.73  -0.69  -0.60  -0.73
S  -1.06  0.86  1.55  0.04
H  -0.33  0.97  -1.91  0.21
H  2.60  1.83  0.91  0.23
H  0.64  -1.59  1.04  0.25
H  1.07  -1.44  -0.78  0.24
H  -2.26  -1.40  0.07  0.48
H  -1.54  -1.20  -1.43  0.44
H  -2.57  0.06  -0.77  0.48
H  -0.34  -0.05  2.24  0.16


Energies relative to the most stable structure are <A> 0.0000; <B> 0.0438, reported in hartree.


<A>
Here is one molecule with the formula CH3ClFNS from the OMol25 dataset. Energies are from the ωB97M-V functional and the def2-TZVPD basis.

Output
Orbital gap: 0.3373 Ha
Lowest unoccupied orbital energy: -0.283 eV
Multiplicity: 1

Last column: natural (NBO) charge in e.
Element x y z (Å)
C  0.60  -0.08  0.91  -0.06
N  -0.14  1.00  -1.30  -1.02
F  0.30  -0.83  2.03  -0.34
S  -0.94  0.07  -0.17  0.93
Cl  -1.10  -1.94  -0.90  -0.30
H  0.49  0.93  1.14  0.18
H  1.57  -0.40  0.35  0.23
H  -0.77  1.26  -2.06  0.36


<B>
Here is CH3ClFNS as an isolated structure from the OMol25 dataset. Energies are from the ωB97M-V functional and the def2-TZVPD basis.

Output
Orbital gap (alpha / beta): 0.2987 / 0.2957 Ha
Lowest unoccupied orbital energy (alpha / beta): -1.210 / -0.999 eV
Multiplicity: 1

Last column: natural (NBO) charge in e.
Element x y z (Å)
C  -0.05  -0.86  -0.24  -0.06
N  1.20  1.50  0.09  -0.58
F  -0.43  -2.09  0.14  -0.35
S  -0.73  0.45  0.84  0.47
Cl  -2.28  0.96  -0.48  -0.14
H  1.00  -0.92  -0.14  0.21
H  -0.35  -0.73  -1.20  0.19
H  1.64  1.68  0.98  0.26


Energies relative to the most stable structure are <A> 0.0000; <B> 0.1010, reported in hartree.